Record 1
{"formula": "C2H3NO2S", "method": "ωB97M-V/def2-TZVPD", "symbols": ["C", "C", "N", "O", "O", "S", "H", "H", "H"], "positions_angstrom": [[0.2435, -0.0739, -1.5657], [0.7144, 0.2482, -0.2145], [-0.6686, -0.6118, 0.8233], [0.2266, -1.1793, -2.0093], [-0.8758, 0.0614, 2.0274], [1.8811, 0.9765, 0.5284], [-0.0623, 0.7855, -2.1548], [-1.5015, -0.2251, 0.2279], [0.0426, 0.0187, 2.3374]], "lowdin_charge": [-0.355, -0.652, -0.049, 0.087, -0.130, 0.814, 0.121, 0.114, 0.051], "e_tot_ha": -681.26722, "homo_lumo_gap_ev": [7.8, 7.8], "charge": 0, "e_above_lowest_kcal_mol": 120.5}

---

Record 2
{"formula": "C5H11NO", "method": "ωB97M-V/def2-TZVPD", "symbols": ["C", "C", "C", "N", "C", "C", "O", "H", "H", "H", "H", "H", "H", "H", "H", "H", "H", "H"], "positions_angstrom": [[2.0636, -0.2170, -1.5767], [1.4687, -0.4689, -0.2078], [0.9925, 0.5871, 0.7325], [0.0839, -0.0632, -0.0298], [-1.1226, -0.2533, -0.4414], [-2.2007, 0.6793, 0.0414], [-2.2314, 0.8086, 1.4481], [1.8358, -1.0278, -2.2778], [3.1532, -0.1440, -1.4928], [1.6920, 0.7244, -1.9946], [1.7206, -1.4407, 0.2254], [1.1467, 1.6594, 0.6491], [-0.0494, -1.0576, 2.4466], [-1.3128, -1.1115, -1.0780], [-0.6667, -1.4799, 2.4827], [-2.0763, 1.6659, -0.4378], [-3.1778, 0.2914, -0.2612], [-1.3192, 0.8479, 1.7721]], "lowdin_charge": [-0.059, -0.287, -0.064, -0.136, -0.053, -0.244, -0.079, 0.073, 0.077, 0.081, 0.124, 0.088, 0.024, 0.123, 0.053, 0.118, 0.116, 0.045], "e_tot_ha": -326.93177, "homo_lumo_gap_ev": 8.5, "charge": 0, "e_above_lowest_kcal_mol": 125.2}

---

Record 3
{"formula": "C26H42Cl3N4O4SiTb", "method": "ωB97M-V/def2-TZVPD", "symbols": ["C", "C", "H", "H", "H", "C", "C", "H", "H", "H", "H", "Tb", "Cl", "Cl", "C", "O", "N", "C", "C", "H", "H", "H", "H", "H", "H", "H", "H", "H", "C", "C", "N", "H", "C", "O", "H", "H", "H", "H", "O", "C", "C", "C", "H", "C", "H", "C", "H", "C", "C", "H", "H", "H", "Si", "Cl", "C", "C", "C", "H", "H", "H", "H", "H", "H", "H", "H", "H", "N", "C", "O", "C", "C", "C", "N", "C", "C", "H", "H", "H", "H", "H", "H"], "positions_angstrom": [[-1.8102, -3.3884, -3.5101], [-0.5002, -3.4950, -4.2325], [-2.6185, -3.1460, -4.2040], [-1.7431, -2.5915, -2.7587], [-2.0930, -4.3151, -2.9856], [-0.3686, -3.7102, -5.5471], [-1.5052, -3.9673, -6.4782], [0.6243, -3.7033, -6.0083], [-2.3616, -3.3151, -6.2589], [-1.8566, -5.0087, -6.4180], [-1.2192, -3.7966, -7.5219], [-1.7771, 1.2392, 2.7344], [-1.7555, -0.3087, 4.8260], [-2.3309, -0.5261, 0.9298], [0.9657, -0.0197, 2.8571], [0.4906, 1.1133, 2.5254], [2.2346, -0.3073, 2.6493], [3.1040, 0.7016, 2.0521], [2.7481, -1.6455, 2.8833], [0.3254, -0.7855, 3.3234], [2.6467, 1.6909, 2.1733], [3.2569, 0.4962, 0.9827], [4.0669, 0.6614, 2.5616], [1.9434, -2.1981, 3.3924], [3.6366, -1.5808, 3.5233], [3.0016, -2.1329, 1.9306], [-5.0428, 2.1967, -0.7411], [-2.4687, 1.4544, -1.2603], [-4.6666, 3.2153, -0.5616], [-2.3914, 2.5497, -1.3355], [-3.2248, 3.2005, -0.3306], [-5.1570, 3.6202, 0.3266], [-2.7124, 3.5027, 0.8565], [-1.5857, 3.0911, 1.2792], [-1.3533, 2.8535, -1.1694], [-3.3613, 4.0830, 1.5214], [-4.9043, 3.8270, -1.4413], [-2.7289, 2.8652, -2.3286], [0.8131, -1.8826, -3.0478], [0.7238, -3.2832, -3.3486], [2.8666, -3.3295, -4.7911], [1.9861, -3.9488, -3.9013], [2.7027, -2.2796, -5.0506], [3.9409, -4.0598, -5.3165], [0.5064, -3.7970, -2.3912], [2.1842, -5.2916, -3.5435], [4.6358, -3.5583, -5.9902], [4.1201, -5.4044, -4.9802], [3.2342, -6.0237, -4.0932], [1.4834, -5.7348, -2.8321], [4.9489, -5.9692, -5.4087], [3.3576, -7.0718, -3.8214], [1.5198, -0.8598, -1.9175], [-4.3818, 1.8407, 2.5572], [2.3261, 0.5071, -2.9127], [2.8690, -1.8528, -1.0741], [0.1151, -0.2735, -0.8752], [2.9431, 0.0910, -3.7212], [2.9782, 1.1205, -2.2760], [1.5839, 1.1696, -3.3784], [-0.6544, 0.1808, -1.5015], [0.3963, 0.4424, -0.1018], [-0.3349, -1.1397, -0.3872], [3.5341, -2.3039, -1.8264], [2.4534, -2.6783, -0.4816], [3.4977, -1.2399, -0.4136], [-1.4896, 6.0817, 8.9227], [-1.7054, 6.3779, 7.6045], [-1.9446, 7.5308, 7.2545], [-1.6030, 5.2742, 6.6040], [-1.1762, 3.9760, 6.9162], [-1.1860, 2.9832, 5.9253], [-1.5447, 3.2069, 4.6370], [-1.9105, 4.4766, 4.3277], [-1.9489, 5.5178, 5.2584], [-1.6826, 6.8105, 9.5749], [-1.4913, 5.1391, 9.2901], [-0.8379, 3.7184, 7.9150], [-0.9055, 1.9490, 6.1615], [-2.1814, 4.6540, 3.2715], [-2.2494, 6.5139, 4.9267]], "lowdin_charge": [-0.033, -0.235, 0.068, 0.082, 0.094, -0.096, -0.099, 0.106, 0.067, 0.085, 0.070, 0.890, -0.163, -0.104, -0.310, -0.224, -0.159, -0.004, -0.014, 0.078, 0.099, 0.084, 0.096, 0.104, 0.098, 0.084, 0.104, 0.062, -0.055, -0.033, -0.172, 0.071, -0.405, -0.220, 0.096, 0.096, 0.090, 0.096, -0.180, -0.288, -0.046, -0.195, 0.119, -0.081, 0.144, -0.034, 0.101, -0.095, -0.082, 0.118, 0.100, 0.102, 0.405, -0.149, -0.158, -0.150, -0.220, 0.027, 0.027, 0.033, 0.019, 0.017, -0.029, 0.039, 0.033, 0.009, 0.169, -0.478, 0.057, -0.117, 0.002, -0.120, -0.012, -0.099, 0.023, 0.105, 0.095, 0.106, 0.067, 0.097, 0.125], "spin_multiplicity": 7, "e_tot_ha": -4030.68980, "homo_lumo_gap_ev": [8.2, 8.2], "charge": 0, "e_above_lowest_kcal_mol": 0.0}

---

Record 4
{"formula": "C21H21N3O5S", "method": "ωB97M-V/def2-TZVPD", "symbols": ["C", "O", "C", "C", "N", "C", "O", "C", "C", "C", "O", "N", "C", "C", "C", "C", "C", "O", "O", "C", "C", "S", "C", "N", "C", "C", "C", "C", "C", "C", "H", "H", "H", "H", "H", "H", "H", "H", "H", "H", "H", "H", "H", "H", "H", "H", "H", "H", "H", "H", "H"], "positions_angstrom": [[-4.9427, -0.7489, 2.3300], [-3.7449, -0.0316, 2.1044], [-3.9214, 1.2890, 1.6554], [-4.2825, 1.3770, 0.1596], [-3.3659, 0.5576, -0.6026], [-3.6952, -0.7345, -0.9120], [-4.8117, -1.1853, -0.8417], [-2.4546, -1.5372, -1.2510], [-2.0693, -2.3189, 0.0247], [-0.5719, -2.6221, 0.0254], [-0.1070, -3.6210, -0.4655], [0.1489, -1.6194, 0.6081], [1.5214, -1.3837, 0.5511], [2.4333, -2.3239, 0.0758], [3.7750, -2.0077, 0.0145], [4.2272, -0.7553, 0.4252], [5.6508, -0.3770, 0.3602], [6.0894, 0.7060, 0.6649], [6.4498, -1.3637, -0.0810], [3.3120, 0.1798, 0.9084], [1.9740, -0.1319, 0.9741], [-1.1996, -0.3099, -1.7228], [-2.0599, 0.9511, -0.7839], [-1.6167, 2.0230, -0.3026], [-0.3096, 2.4713, -0.3934], [0.1867, 3.1767, 0.7044], [1.4929, 3.6233, 0.7078], [2.3137, 3.3888, -0.3846], [1.8147, 2.7188, -1.4887], [0.5102, 2.2622, -1.5014], [-4.6540, -1.6672, 2.8379], [-5.4493, -1.0010, 1.3937], [-5.6226, -0.1779, 2.9707], [-4.6921, 1.8052, 2.2427], [-2.9580, 1.7806, 1.8105], [-4.2057, 2.4122, -0.1732], [-5.2849, 0.9873, -0.0292], [-2.6088, -2.2141, -2.0903], [-2.3409, -1.7362, 0.9091], [-2.6251, -3.2570, 0.0350], [-0.3775, -0.8435, 0.9897], [2.0817, -3.2881, -0.2509], [4.4830, -2.7315, -0.3567], [7.3679, -1.0524, -0.1015], [3.6713, 1.1475, 1.2221], [1.2671, 0.5996, 1.3395], [-0.4610, 3.3454, 1.5518], [1.8741, 4.1558, 1.5666], [3.3364, 3.7331, -0.3778], [2.4459, 2.5481, -2.3477], [0.1177, 1.7649, -2.3758]], "lowdin_charge": [-0.091, -0.197, -0.194, -0.085, -0.019, -0.466, 0.105, -0.408, -0.079, -0.500, 0.091, 0.105, -0.208, 0.011, 0.002, -0.141, -0.493, 0.099, 0.103, -0.003, -0.004, 1.090, -0.528, 0.127, -0.298, -0.038, -0.088, -0.097, -0.076, -0.061, 0.093, 0.075, 0.091, 0.126, 0.109, 0.131, 0.128, 0.128, 0.114, 0.137, 0.134, 0.103, 0.118, 0.131, 0.116, 0.107, 0.109, 0.105, 0.106, 0.108, 0.072], "smiles": "COCCN1C(=O)[C@H](CC(=O)Nc2ccc(C(=O)O)cc2)S/C1=N\\c1ccccc1", "e_tot_ha": -1751.56463, "homo_lumo_gap_ev": 9.2, "charge": 0, "e_above_lowest_kcal_mol": 2.2}

---

Record 5
{"formula": "C20H47BIN3O6PS", "method": "ωB97M-V/def2-TZVPD", "symbols": ["C", "C", "C", "C", "N", "P", "C", "C", "N", "C", "C", "C", "C", "O", "C", "C", "C", "N", "C", "C", "C", "I", "B", "O", "O", "C", "H", "H", "H", "H", "H", "H", "H", "H", "H", "H", "H", "H", "H", "H", "H", "H", "H", "H", "H", "H", "H", "H", "H", "H", "H", "H", "H", "H", "H", "H", "H", "H", "H", "H", "H", "H", "H", "H", "H", "O", "S", "O", "O", "C", "C", "C", "H", "H", "H", "H", "H", "H", "H", "H"], "positions_angstrom": [[4.8734, -0.5439, 4.8232], [4.6798, -1.4383, 3.5922], [3.2367, -1.8662, 3.3394], [2.2265, -0.6925, 3.3691], [1.0352, -0.8895, 2.5821], [0.4143, 0.0672, 1.1553], [-1.4423, -0.3640, 1.7778], [-2.0586, -1.7099, 1.7524], [-3.0015, -2.1478, 1.0110], [2.1946, 0.7195, 0.7213], [3.3210, -0.2307, 0.2900], [3.6071, -0.2185, -1.2130], [4.7727, -1.1255, -1.5782], [6.0350, -0.4657, -1.4133], [0.5708, -1.5118, -0.0289], [1.1292, -2.8409, 0.3727], [0.4068, -3.7768, 1.2954], [2.1852, -3.2441, -0.2370], [-0.2449, 0.9613, -0.4658], [-1.5885, 0.5710, -1.0840], [-1.5322, 0.5248, -2.6161], [-3.1519, 2.0406, -0.6450], [0.1559, 1.7155, 2.2620], [-0.8205, 2.6837, 1.9350], [0.8789, 1.9846, 3.4219], [1.1111, 3.3396, 3.7529], [4.0840, -0.6755, 5.5558], [5.8465, -0.7244, 5.2738], [4.8703, 0.5064, 4.5348], [5.0970, -0.9661, 2.7033], [5.2721, -2.3443, 3.7418], [2.9676, -2.5914, 4.1126], [3.1780, -2.3988, 2.3928], [2.7806, 0.2275, 3.2149], [1.9459, -0.6116, 4.4273], [0.3082, -1.2798, 3.1538], [-1.4033, -0.1044, 2.8445], [-2.1695, 0.3479, 1.3875], [-1.7035, -2.4224, 2.4946], [-3.2967, -1.4020, 0.3746], [2.5498, 1.2933, 1.5781], [2.1361, 1.5054, -0.0375], [4.2569, 0.1318, 0.7396], [3.2074, -1.2478, 0.6426], [3.9020, 0.8043, -1.4588], [2.7200, -0.4417, -1.8017], [4.7468, -1.9953, -0.9231], [4.7145, -1.4346, -2.6163], [6.2417, -0.4794, -0.4823], [1.1562, -1.2380, -0.9023], [-0.4146, -1.7344, -0.4564], [0.2269, -3.3708, 2.2811], [0.9442, -4.7149, 1.4060], [-0.5738, -4.0031, 0.8724], [2.4446, -4.1770, 0.0813], [-0.2022, 2.0474, -0.3864], [0.4705, 0.7310, -1.2574], [-1.9658, -0.3914, -0.7630], [-0.6987, -0.1230, -2.8887], [-2.4488, 0.1101, -3.0268], [-1.3637, 1.5154, -3.0249], [-1.5262, 2.6204, 2.5812], [1.9751, 3.3829, 4.4126], [1.3300, 3.9427, 2.8742], [0.2666, 3.7900, 4.2728], [-4.0763, 1.3114, -5.2145], [-5.1211, 2.2342, -5.5243], [-5.2754, 3.4347, -4.7674], [-6.5019, 1.4464, -5.5481], [-6.8021, 0.6387, -4.3829], [-7.2619, 1.4653, -3.2002], [-5.0590, 2.6438, -7.2349], [-5.9294, 0.0352, -4.1308], [-7.5890, -0.0360, -4.7142], [-6.4550, 2.0840, -2.8110], [-7.5996, 0.8044, -2.4019], [-8.0821, 2.1232, -3.4888], [-4.9814, 1.7273, -7.8123], [-4.1758, 3.2620, -7.3760], [-5.9562, 3.1989, -7.4939]], "lowdin_charge": [-0.114, -0.268, -0.209, -0.285, -0.145, 0.710, -0.261, -0.336, 0.064, -0.248, -0.251, -0.201, -0.260, -0.086, -0.195, -0.459, -0.059, 0.111, -0.346, -0.761, -0.198, 0.800, -0.633, 0.035, -0.033, -0.096, 0.065, 0.058, 0.065, 0.087, 0.093, 0.101, 0.081, 0.087, 0.107, 0.053, 0.073, 0.005, 0.079, 0.015, 0.053, 0.077, 0.098, 0.060, 0.112, 0.094, 0.103, 0.107, 0.060, 0.050, 0.079, 0.046, 0.065, 0.075, 0.033, 0.059, 0.055, 0.027, 0.073, 0.051, 0.060, 0.090, 0.083, 0.088, 0.080, -0.272, 0.552, -0.271, -0.267, -0.247, -0.071, -0.126, 0.114, 0.118, 0.063, 0.083, 0.082, 0.072, 0.075, 0.071], "e_tot_ha": -2468.00834, "homo_lumo_gap_ev": 5.8, "charge": -1}

---

For each record above, in turn, the calculated molar mass values are 105.1; 101.1; 768.0; 427.5; 626.4 g/mol.